*A*
A structure of composition C4H11NO3. Source: OMol25; level of theory: the ωB97M-V functional and the def2-TZVPD basis.

Positions of all 19 atoms, in Å:
C 0.394 1.051 0.379
C 1.141 -0.071 -0.424
C 0.887 -1.541 -0.044
O 1.095 -2.134 -1.269
N -1.057 0.906 0.461
C -1.586 1.778 1.667
O -0.924 1.592 2.816
H 0.561 1.992 -0.057
H 0.770 1.039 1.411
H 0.571 0.046 -1.401
H 2.066 0.251 -0.739
H 1.687 -1.868 0.657
H 0.001 -1.681 0.558
H -1.225 -0.043 0.597
H -2.597 1.568 1.624
H -1.376 2.855 1.500
H 0.282 -2.412 -2.158
H -0.133 -1.228 -2.655
O -0.559 -2.100 -2.924

Output
- Spin multiplicity: 1
- Net charge: -2
- LUMO: 7.00 eV
- HOMO-LUMO gap: 6.68 eV

Here are the natural (NBO) charges for atoms 1 to 4, given in e:
1 C -0.24
2 C -0.41
3 C -0.04
4 O -0.92

=====

*B*
A structure of composition C4H11NO3. Source: OMol25; level of theory: the ωB97M-V functional and the def2-TZVPD basis.

Positions of all 19 atoms, in Å:
C 0.135 -1.123 -0.526
O 0.665 -1.151 -1.818
C -0.255 0.308 -0.033
C -0.024 0.472 1.472
C -0.226 1.914 2.061
O -0.532 1.945 3.377
N 0.485 1.323 -0.835
H 0.887 -1.484 0.199
H -0.726 -1.818 -0.439
H -1.317 0.530 -0.166
H 0.939 0.088 1.832
H -0.814 -0.096 1.982
H 0.723 2.471 1.782
H -1.002 2.400 1.407
H 1.198 1.743 -0.250
H 0.926 0.773 -1.570
H -1.135 -2.971 -3.027
H 0.260 -2.203 -2.443
O -0.185 -3.120 -3.004

Output
- Spin multiplicity: 1
- Net charge: -2
- LUMO: 6.68 eV
- HOMO-LUMO gap: 6.33 eV

Here are the natural (NBO) charges for atoms 1 to 4, given in e:
1 C -0.04
2 O -0.91
3 C -0.07
4 C -0.44

=====

Quick one: most stable of them? *B*

=====

*A*
The molecule C20H21NO6. Source: OMol25; level of theory: the ωB97M-V functional and the def2-TZVPD basis.

Positions of all 48 atoms, in Å:
C -3.707 -3.188 -1.986
O -3.427 -2.076 -1.174
C -3.786 -2.279 0.177
C -3.471 -1.016 0.982
N -2.056 -0.801 1.116
C -1.340 -1.205 2.191
O -1.802 -1.717 3.186
C 0.127 -0.888 1.896
O 1.051 -1.149 2.633
C 0.144 -0.287 0.570
C 1.216 0.132 -0.146
O 1.108 0.552 -1.422
C 2.598 0.166 0.353
C 2.903 0.729 1.585
C 4.223 0.774 2.001
C 5.229 0.267 1.205
C 4.931 -0.286 -0.042
O 5.992 -0.748 -0.757
C 5.754 -1.327 -2.017
C 3.611 -0.325 -0.469
C -1.272 -0.249 0.030
C -1.710 1.144 -0.310
C -2.333 1.651 -1.413
C -2.503 3.036 -1.166
C -1.973 3.275 0.068
C -1.852 4.521 0.867
O -1.490 2.129 0.591
H -3.399 -2.923 -2.996
H -4.778 -3.422 -1.981
H -3.152 -4.073 -1.653
H -3.230 -3.131 0.595
H -4.862 -2.498 0.250
H -3.875 -1.130 1.991
H -3.921 -0.150 0.490
H 0.185 0.570 -1.712
H 2.120 1.135 2.204
H 4.467 1.207 2.958
H 6.260 0.288 1.522
H 5.113 -2.211 -1.938
H 5.302 -0.610 -2.710
H 6.731 -1.624 -2.394
H 3.340 -0.742 -1.426
H -1.410 -0.878 -0.864
H -2.640 1.104 -2.281
H -2.958 3.752 -1.819
H -0.803 4.755 1.047
H -2.315 5.346 0.335
H -2.337 4.399 1.834

Output
- Spin multiplicity: 1
- Structure (SMILES): COCCN1C(=O)C(=O)/C(=C(/O)c2cccc(OC)c2)[C@@H]1c1ccc(C)o1
- LUMO: -0.11 eV
- HOMO-LUMO gap: 8.29 eV

Here are the natural (NBO) charges for atoms 1 to 4, given in e:
1 C -0.24
2 O -0.56
3 C -0.07
4 C -0.24

=====

*B*
The molecule C20H21NO6. Source: OMol25; level of theory: the ωB97M-V functional and the def2-TZVPD basis.

Positions of all 48 atoms, in Å:
C 2.460 2.674 -1.881
O 2.934 2.674 -0.498
C 1.983 2.522 0.456
O 0.801 2.866 0.350
C 2.458 2.150 1.850
C 2.345 0.654 1.884
O 3.302 0.060 1.409
N 1.285 -0.071 2.476
C 0.096 0.573 2.995
C 1.116 -1.427 2.186
C 1.189 -2.457 3.160
C 0.961 -3.785 2.819
C 0.632 -4.121 1.504
C 0.594 -3.117 0.498
C 0.399 -3.425 -0.953
O -0.941 -3.112 -1.341
C -1.305 -1.788 -1.508
C -2.575 -1.379 -0.991
C -3.008 -0.056 -1.153
C -2.195 0.870 -1.876
C -2.653 2.212 -2.141
C -4.018 2.723 -1.656
O -1.957 3.062 -2.726
C -0.930 0.460 -2.365
O -0.097 1.193 -3.188
C -0.561 -0.864 -2.216
C 0.835 -1.804 0.858
H 3.251 2.916 -2.556
H 1.576 3.321 -2.013
H 2.159 1.647 -2.145
H 3.457 2.551 2.074
H 1.789 2.630 2.577
H -0.379 1.200 2.208
H 0.330 1.253 3.858
H -0.640 -0.150 3.341
H 1.428 -2.227 4.202
H 0.972 -4.545 3.594
H 0.563 -5.196 1.227
H 0.612 -4.464 -1.079
H 1.160 -2.871 -1.543
H -3.236 -2.104 -0.532
H -3.942 0.239 -0.724
H -4.802 2.021 -1.909
H -4.246 3.682 -2.103
H -4.017 2.904 -0.570
H -0.397 2.116 -3.256
H 0.395 -1.189 -2.711
H 0.816 -1.020 0.107

Output
- Spin multiplicity: 1
- Structure (SMILES): COC(=O)CC(=O)N(C)c1cccc(COc2ccc(C(C)=O)c(O)c2)c1
- LUMO: 0.13 eV
- HOMO-LUMO gap: 8.99 eV

Here are the natural (NBO) charges for atoms 1 to 4, given in e:
1 C -0.27
2 O -0.50
3 C 0.80
4 O -0.60

=====

Quick one: most stable of them? *B*

=====

*A*
The ion C6H14NS with charge -1. Source: OMol25; level of theory: the ωB97M-V functional and the def2-TZVPD basis.

Positions of all 22 atoms, in Å:
C 1.160 -3.188 -1.120
C 0.749 -1.844 -0.533
C 2.020 -0.935 -0.176
N 1.947 0.477 -0.379
C 0.907 1.240 0.316
C -0.345 1.469 -0.544
C -1.634 1.789 0.165
S -2.123 0.547 1.404
H 0.581 -3.472 -2.003
H 2.208 -3.207 -1.424
H 1.022 -4.025 -0.444
H 0.214 -1.893 0.412
H 0.112 -1.338 -1.243
H 2.880 -1.357 -0.685
H 2.115 -1.121 0.899
H 2.099 0.803 -1.319
H 0.725 0.838 1.299
H 1.338 2.248 0.420
H -0.481 0.537 -1.100
H -0.102 2.224 -1.304
H -1.619 2.781 0.556
H -2.432 1.826 -0.588

Output
- Spin multiplicity: 1
- Structure (SMILES): CCCNCCC[S-]
- Net charge: -1
- LUMO: 3.63 eV
- HOMO-LUMO gap: 5.91 eV

Here are the natural (NBO) charges for atoms 1 to 4, given in e:
1 C -0.61
2 C -0.45
3 C -0.19
4 N -0.65

=====

*B*
A cluster of 2 separate species, C6H14NS in total. Source: OMol25; level of theory: the ωB97M-V functional and the def2-TZVPD basis.

Positions of all 22 atoms, in Å:
C 1.119 -0.843 1.080
C 2.184 -0.859 -0.028
S 3.434 0.420 0.196
C 0.459 0.555 1.225
N -1.210 0.148 0.672
C -1.999 -1.704 -1.320
C -0.302 0.970 -0.049
C -0.742 2.383 -0.208
H 0.342 -1.611 0.880
H 1.644 -1.038 2.024
H 1.647 -0.689 -1.051
H 2.641 -1.824 -0.084
H -0.008 0.693 2.197
H 1.276 1.343 1.264
H -2.122 -1.809 -0.168
H -2.100 -0.642 -1.517
H -2.797 -2.333 -1.858
H -1.029 -1.953 -1.652
H 0.147 0.578 -0.920
H -1.289 2.518 -1.083
H 0.158 3.066 -0.175
H -1.452 2.630 0.574

Output
- Spin multiplicity: 1
- Net charge: -1
- LUMO: 3.64 eV
- HOMO-LUMO gap: 6.38 eV

Here are the natural (NBO) charges for atoms 1 to 4, given in e:
1 C -0.40
2 C -0.53
3 S -0.68
4 C -0.46

=====

Quick one: most stable of them? *A*

=====

*A*
A cluster of 2 separate species, C2H3ClN2 in total. Source: OMol25; level of theory: the ωB97M-V functional and the def2-TZVPD basis.

Positions of all 8 atoms, in Å:
C 2.014 1.032 -0.110
C 1.150 0.005 -0.354
N 2.762 1.864 0.155
N -2.127 -0.413 0.417
Cl 1.524 -1.551 -0.275
H 0.082 0.358 -0.157
H -2.523 -0.218 -0.484
H -2.882 -1.079 0.808

Output
- Spin multiplicity: 1
- LUMO (alpha / beta): -1.36 / -1.25 eV
- HOMO-LUMO gap (alpha / beta): 7.52 / 10.48 eV

Here are the natural (NBO) charges for atoms 1 to 4, given in e:
1 C 0.18
2 C -0.34
3 N -0.26
4 N -0.58

=====

*B*
The molecule C2H3ClN2. Source: OMol25; level of theory: the ωB97M-V functional and the def2-TZVPD basis.

Positions of all 8 atoms, in Å:
C -0.011 -0.128 0.340
C -1.414 0.084 0.037
N 1.077 -0.083 -0.077
N 2.132 -0.634 -0.127
Cl 3.553 0.373 -0.038
H -1.551 0.954 -0.608
H -1.983 0.227 0.956
H -1.804 -0.793 -0.483

Output
- Spin multiplicity: 1
- LUMO: 0.26 eV
- HOMO-LUMO gap: 8.62 eV

Here are the natural (NBO) charges for atoms 1 to 4, given in e:
1 C 0.28
2 C -0.71
3 N -0.07
4 N -0.29

=====

Quick one: most stable of them? *B*